Entry from OMol25: a structure of composition CBrClFNO2 at a distorted geometry (the ωB97M-V functional and the def2-TZVPD basis).

Calculated values
Total energy, Ha: -3377.1317
Kohn-Sham gap (alpha / beta), eV: 6.9 / 7.5
2S+1: 3
<S²>: 2.008
Highest occupied orbital energy (alpha / beta), eV: -6.8 / -10.9

Last column: Löwdin spin population.
Cartesian coordinates (Å):
C (-0.509, -0.520, -0.228)  0.32
N (0.887, 0.657, 0.303)  0.52
O (0.786, 1.779, -0.034)  0.40
O (1.666, -0.072, 0.808)  0.53
F (-0.200, -0.827, -1.484)  0.09
Cl (-0.608, -1.707, 0.931)  0.06
Br (-2.020, 0.690, -0.297)  0.08